No. 1
C27H35BrF5MoO6PS5Sb | ωB97M-V with the def2-TZVPD basis set

Positions of all 82 atoms, in Å:
Mo 1.6234 -0.5668 0.2767
S 5.7188 2.0729 2.2195
Sb 4.7942 0.5565 0.7755
S 3.1905 -0.8725 2.0345
S 2.6788 1.5308 -0.0998
C -3.6033 2.3593 6.0208
C -2.4677 1.3488 6.1967
C -3.0405 0.1086 6.8931
C -1.3908 1.9718 7.0950
C -1.8267 0.9732 4.8630
C -1.0273 -0.1605 4.7588
C -0.3680 -0.4568 3.5819
Br 0.6284 -2.0578 3.5891
C -0.4591 0.3783 2.4579
O 0.3418 0.1512 1.4170
C -1.3274 1.4803 2.5046
C -1.9634 1.7454 3.7226
C -1.7770 2.3710 1.3321
C -1.0653 2.1100 0.0106
C -1.5869 3.8537 1.6780
C -3.2690 2.0793 1.1040
H -4.0774 2.5455 6.9868
H -4.3629 1.9885 5.3320
H -3.2410 3.3150 5.6439
H -3.5817 0.4069 7.7937
H -2.2590 -0.5857 7.1958
H -3.7282 -0.4262 6.2377
H -1.8147 2.2660 8.0590
H -0.9584 2.8539 6.6223
H -0.5818 1.2644 7.2751
H -0.8958 -0.8362 5.5908
H -2.6206 2.6005 3.7522
H 0.0112 2.2432 0.0778
H -1.4474 2.8105 -0.7364
H -1.2763 1.1038 -0.3457
H -0.5356 4.0681 1.8687
H -2.1646 4.1771 2.5427
H -1.9057 4.4581 0.8265
H -3.4120 1.0257 0.8648
H -3.6339 2.6760 0.2657
H -3.8695 2.3171 1.9827
O -1.5724 -1.7429 0.5829
C -0.6851 -2.5685 0.5080
O 0.5845 -2.3653 0.4607
H -0.9226 -3.6545 0.4591
F 5.8711 -5.3270 -3.2864
C 5.1237 -4.3892 -2.6593
C 4.2266 -4.7597 -1.6676
F 4.1007 -6.0549 -1.3367
C 3.4566 -3.8044 -1.0233
F 2.6010 -4.2104 -0.0881
C 3.5607 -2.4541 -1.3753
O 2.8171 -1.5272 -0.8226
C 4.4908 -2.0921 -2.3555
F 4.6642 -0.8034 -2.6929
C 5.2542 -3.0522 -2.9979
F 6.1331 -2.6842 -3.9487
C -2.1218 -0.1243 -5.7865
C -1.6396 -0.6863 -4.4621
C -2.4150 -1.9132 -4.0268
O -0.2560 -0.9879 -4.6530
P 0.7291 -1.4660 -3.4611
S 0.7697 -3.3907 -3.2155
S 0.1522 -0.3478 -1.8953
O 2.1353 -1.0034 -4.0492
C 2.4854 0.1755 -4.8114
C 1.8390 1.4560 -4.3247
C 2.2462 -0.0875 -6.2882
H -3.1820 0.1265 -5.7266
H -1.9822 -0.8598 -6.5789
H -1.5665 0.7759 -6.0493
H -1.7100 0.0817 -3.6839
H -2.2761 -2.7203 -4.7462
H -3.4761 -1.6673 -3.9598
H -2.0784 -2.2636 -3.0523
H 3.5636 0.2446 -4.6434
H 0.7595 1.4328 -4.4648
H 2.2469 2.2859 -4.9071
H 2.0416 1.6316 -3.2703
H 1.1853 -0.0434 -6.5295
H 2.6215 -1.0722 -6.5621
H 2.7760 0.6641 -6.8762

Summary:
total energy: -7215.68044 hartree
multiplicity: 2
molecular weight: 1039.474 g mol⁻¹
total charge: -2
F_max: 1.32 eV/Å

No. 2
C34H39O9S2 | ωB97M-V with the def2-TZVPD basis set

Positions of all 84 atoms, in Å:
C -5.7249 -2.1401 1.0309
C -4.7568 -1.2892 1.8026
O -3.4435 -1.5866 1.3114
C -2.5183 -0.8994 2.0081
C -1.0939 -1.3100 1.8440
C -0.2699 -0.9740 3.0776
C -0.2948 0.5200 3.3895
C 0.5114 0.8640 4.6340
C 0.0748 0.0326 5.8485
C 0.0522 -1.4723 5.5527
C -0.7703 -1.7770 4.3018
C -0.8098 -2.6846 1.3369
O 0.2933 -3.2091 1.5441
O -1.7550 -3.3452 0.6497
C -1.3362 -4.6909 0.3238
C -2.5120 -5.3819 -0.3094
O -2.8829 0.0031 2.7779
H -6.7320 -1.9197 1.3960
H -5.6893 -1.9134 -0.0402
H -5.5466 -3.2141 1.1683
H -4.9615 -0.2235 1.6415
H -4.8257 -1.5124 2.8785
H 0.7648 -1.2709 2.8831
H 0.0570 1.0949 2.5228
H -1.3494 0.7769 3.5470
H 1.5746 0.6689 4.4415
H 0.3997 1.9358 4.8295
H 0.7371 0.2230 6.7008
H -0.9396 0.3326 6.1472
H 1.0771 -1.8407 5.4034
H -0.3707 -2.0298 6.3983
H -1.8224 -1.4971 4.4556
H -0.7406 -2.8454 4.0475
H -0.4805 -4.6370 -0.3634
H -1.0322 -5.2260 1.2351
H -2.2418 -6.4098 -0.5646
H -3.3605 -5.4263 0.3814
H -2.8357 -4.8820 -1.2274
C 6.3542 -2.0525 -0.7076
O 5.2909 -2.0955 0.2695
C 4.2579 -1.2198 0.2013
C 3.1137 -1.5428 0.9688
C 1.9440 -0.8757 0.7138
C 1.8515 0.1973 -0.1823
C 0.5469 0.7502 -0.4783
C 0.3582 1.4098 -1.6794
S -0.4926 2.9752 -1.7844
C 0.6571 4.3769 -1.7101
C 0.6407 5.1568 -0.5503
C 1.4083 6.3220 -0.4700
C 2.1781 6.7341 -1.5645
C 2.1911 5.9599 -2.7283
C 1.4294 4.7879 -2.8028
O -1.0535 3.0201 -3.1221
O -1.3394 3.0185 -0.6153
S 1.0569 0.8731 -3.2499
C -0.2735 0.7465 -4.4485
C -0.0412 1.1442 -5.7638
C -1.0820 1.0549 -6.6958
C -2.3329 0.5620 -6.3167
C -2.5343 0.1223 -5.0051
C -1.4980 0.2052 -4.0704
O 1.8903 1.9831 -3.6908
O 1.6198 -0.4490 -3.1311
C 3.0535 0.6215 -0.8089
C 4.2391 -0.0673 -0.6279
H 6.9612 -2.9067 -0.4083
H 5.9851 -2.1942 -1.7346
H 6.9309 -1.1187 -0.6437
H 3.1555 -2.3740 1.6698
H 1.0091 -1.2075 1.1419
H -0.3019 0.5758 0.1846
H 0.0131 4.8437 0.2807
H 1.3989 6.8999 0.4553
H 2.7704 7.6486 -1.5059
H 2.7966 6.2626 -3.5838
H 1.4515 4.1878 -3.7061
H 0.9316 1.5563 -6.0340
H -0.9029 1.3894 -7.7184
H -3.1494 0.5178 -7.0381
H -3.4945 -0.2815 -4.6874
H -1.6287 -0.1239 -3.0413
H 3.0533 1.5165 -1.4260
H 5.1408 0.2453 -1.1598

Summary:
total energy: -2792.48293 hartree
molecular weight: 655.811 g mol⁻¹
total charge: -1
F_max: 2.74 eV/Å